ORCA calculation (ωB97M-V with the def2-TZVPD basis set) on a structure of composition C37H28AgAsO2PS.

Values from the calculation:
- HOMO level: -4.418 eV
- Total charge: -1
- Orbital gap: 7.07 eV
- ΔE to the lowest compared entry with this formula, charge and spin: 0.0 kcal per mole

Each line ends with the Mulliken charge.
Cartesian coordinates (Å):
Ag (-0.836, -1.137, -0.445)  -0.75
S (-0.285, -3.168, -1.732)  -0.44
C (1.066, -2.619, -2.722)  0.42
C (1.204, -3.141, -4.017)  -0.60
C (2.258, -2.784, -4.838)  -0.46
C (3.216, -1.882, -4.399)  -0.79
C (3.101, -1.353, -3.123)  0.01
C (2.048, -1.710, -2.283)  -0.43
As (1.847, -0.964, -0.497)  0.88
C (2.629, -2.413, 0.539)  0.27
C (3.291, -3.478, -0.063)  -0.23
C (3.831, -4.493, 0.715)  -0.62
C (3.713, -4.445, 2.099)  -0.46
C (3.048, -3.385, 2.699)  -0.71
C (2.499, -2.370, 1.925)  -0.09
C (3.330, 0.311, -0.478)  -0.02
C (4.629, -0.033, -0.116)  0.06
C (5.634, 0.927, -0.112)  -0.65
C (5.351, 2.237, -0.470)  -0.43
C (4.057, 2.589, -0.824)  -0.65
C (3.053, 1.631, -0.821)  -0.29
H (0.453, -3.839, -4.365)  0.38
H (2.327, -3.211, -5.833)  0.34
H (4.042, -1.594, -5.038)  0.38
H (3.848, -0.652, -2.769)  0.30
H (3.371, -3.525, -1.142)  0.34
H (4.337, -5.325, 0.240)  0.39
H (4.134, -5.238, 2.706)  0.34
H (2.945, -3.347, 3.776)  0.42
H (1.974, -1.542, 2.392)  0.28
H (4.855, -1.053, 0.168)  0.38
H (6.641, 0.648, 0.175)  0.38
H (6.135, 2.985, -0.464)  0.35
H (3.824, 3.613, -1.091)  0.39
H (2.037, 1.916, -1.075)  0.44
O (1.094, 0.411, 2.920)  -0.85
C (-0.024, 0.517, 2.404)  0.12
O (-0.874, -0.388, 2.165)  -0.69
C (-0.490, 1.911, 1.990)  0.04
C (0.170, 3.031, 2.477)  -0.43
C (-0.262, 4.306, 2.144)  -0.65
C (-1.354, 4.463, 1.300)  -0.61
C (-2.002, 3.348, 0.787)  -0.26
C (-1.583, 2.064, 1.132)  0.48
P (-2.350, 0.555, 0.434)  1.40
C (-3.568, -0.013, 1.662)  0.08
C (-3.865, -1.366, 1.757)  -0.37
C (-4.816, -1.816, 2.662)  -0.62
C (-5.472, -0.913, 3.487)  -0.47
C (-5.172, 0.440, 3.408)  -0.68
C (-4.225, 0.887, 2.497)  -0.03
C (-3.442, 1.292, -0.857)  0.25
C (-4.832, 1.287, -0.828)  -0.27
C (-5.567, 1.780, -1.903)  -0.69
C (-4.923, 2.293, -3.016)  -0.49
C (-3.532, 2.301, -3.058)  -0.68
C (-2.805, 1.795, -1.996)  -0.04
H (1.029, 2.862, 3.114)  0.49
H (0.252, 5.176, 2.535)  0.38
H (-1.702, 5.454, 1.034)  0.41
H (-2.837, 3.487, 0.112)  0.39
H (-3.331, -2.073, 1.131)  0.35
H (-5.032, -2.874, 2.731)  0.39
H (-6.207, -1.266, 4.201)  0.36
H (-5.670, 1.149, 4.058)  0.39
H (-3.984, 1.943, 2.447)  0.38
H (-5.352, 0.894, 0.036)  0.33
H (-6.649, 1.760, -1.861)  0.39
H (-5.495, 2.677, -3.851)  0.36
H (-3.016, 2.687, -3.928)  0.40
H (-1.720, 1.782, -2.045)  0.35

=====

ORCA calculation (ωB97M-V with the def2-TZVPD basis set) on a cluster of 2 separate species, C3H4N2O3 in total.

Values from the calculation:
- HOMO level: -9.400 eV
- Total charge: 0
- Orbital gap: 7.45 eV
- ΔE to the lowest compared entry with this formula, charge and spin: 163.5 kcal per mole

Each line ends with the Mulliken charge.
Cartesian coordinates (Å):
C (1.266, 1.207, -0.172)  -0.03
C (-0.387, 0.848, -0.300)  0.55
C (-1.980, -0.805, -0.023)  -0.04
H (2.849, -1.409, 1.098)  0.41
H (1.434, 2.294, -0.217)  0.37
H (-0.021, -1.016, -0.110)  0.37
H (-2.292, -1.800, 0.036)  0.41
N (2.173, 0.379, 0.042)  -0.34
N (-0.776, -0.469, -0.629)  -0.25
O (1.842, -0.987, -0.018)  -0.51
O (-1.148, 1.743, 0.112)  -0.47
O (-2.959, 0.015, 0.181)  -0.48

=====

ORCA calculation (ωB97M-V with the def2-TZVPD basis set) on a cluster of 3 separate species, C31H59FN7O6P3S in total.

Values from the calculation:
- HOMO level: -8.022 eV
- Total charge: 0
- Orbital gap: 7.50 eV
- SMILES: C#CN1C(=O)c2c(CCCCCC)c(CCCS)c(F)c(P(O)O)c2C1=O.CN(C)P(=O)(N(C)C)N(C)C.CN(C)P(=O)(N(C)C)N(C)C

Each line ends with the Mulliken charge.
Cartesian coordinates (Å):
C (-2.868, -4.632, 1.432)  0.70
C (-3.258, -4.430, 0.319)  -0.01
N (-3.712, -4.125, -0.979)  -0.12
C (-2.485, -3.980, -1.772)  0.25
O (-1.565, -4.727, -1.638)  -0.50
C (-2.666, -2.768, -2.636)  0.07
C (-1.961, -2.377, -3.767)  0.43
C (-0.842, -3.275, -4.281)  -1.80
C (0.562, -2.662, -4.244)  0.19
C (1.025, -2.278, -2.832)  0.08
C (2.531, -1.932, -2.870)  -0.54
C (3.426, -3.181, -3.058)  -0.60
C (3.961, -3.384, -4.502)  -1.10
C (-2.350, -1.156, -4.354)  0.55
C (-1.652, -0.558, -5.567)  -1.29
C (-1.145, 0.877, -5.191)  -0.86
C (0.404, 1.007, -5.104)  -0.57
S (0.873, 1.512, -3.412)  -0.21
C (-3.415, -0.456, -3.804)  0.74
F (-3.785, 0.690, -4.406)  -0.48
C (-4.134, -0.840, -2.675)  0.36
P (-5.534, 0.208, -2.030)  0.05
O (-6.346, 0.604, -3.424)  -0.45
O (-6.582, -0.758, -1.234)  -0.44
C (-3.721, -2.030, -2.077)  0.22
C (-4.198, -2.740, -0.838)  0.08
O (-4.790, -2.346, 0.115)  -0.50
H (-2.433, -4.444, 2.391)  -0.99
H (-0.809, -4.135, -3.609)  0.53
H (-1.130, -3.646, -5.272)  0.47
H (0.690, -1.794, -4.888)  -0.08
H (1.254, -3.423, -4.626)  0.17
H (0.831, -3.050, -2.081)  0.36
H (0.505, -1.366, -2.513)  -0.33
H (2.809, -1.394, -1.961)  0.35
H (2.702, -1.287, -3.741)  0.23
H (2.920, -4.104, -2.758)  0.30
H (4.297, -3.090, -2.401)  0.44
H (3.745, -2.548, -5.173)  0.28
H (3.489, -4.276, -4.930)  0.30
H (5.036, -3.580, -4.526)  0.31
H (-0.869, -1.191, -5.973)  0.64
H (-2.378, -0.416, -6.377)  0.46
H (-1.541, 1.200, -4.233)  0.54
H (-1.501, 1.606, -5.926)  0.36
H (0.930, 0.098, -5.396)  0.30
H (0.766, 1.814, -5.744)  0.46
H (0.167, 0.710, -2.588)  0.02
H (-6.596, -0.234, -3.844)  0.34
H (-6.634, -1.659, -1.585)  0.36
C (2.690, 5.604, -0.816)  -0.89
N (2.043, 4.503, -0.135)  0.07
C (0.946, 3.882, -0.863)  -0.65
P (2.099, 4.083, 1.541)  1.05
O (2.306, 2.608, 1.287)  -0.82
N (3.642, 4.425, 2.214)  0.17
C (4.545, 5.460, 1.756)  -1.12
C (4.408, 3.300, 2.735)  -0.96
N (1.549, 5.676, 2.025)  -0.12
C (1.484, 5.825, 3.505)  -1.12
C (0.198, 6.038, 1.539)  -1.07
H (2.459, 6.587, -0.383)  0.33
H (2.385, 5.652, -1.862)  0.37
H (3.774, 5.481, -0.834)  0.22
H (-0.014, 4.389, -0.684)  0.20
H (0.828, 2.841, -0.558)  0.07
H (1.119, 3.867, -1.937)  0.29
H (5.144, 5.128, 0.899)  0.30
H (5.241, 5.734, 2.557)  0.37
H (4.025, 6.380, 1.497)  0.33
H (4.900, 2.737, 1.934)  0.29
H (3.773, 2.617, 3.294)  0.25
H (5.177, 3.652, 3.428)  0.33
H (0.781, 5.117, 3.953)  0.35
H (1.172, 6.838, 3.765)  0.41
H (2.457, 5.673, 3.964)  0.32
H (-0.544, 5.270, 1.771)  0.36
H (0.196, 6.212, 0.465)  0.29
H (-0.127, 6.975, 1.992)  0.40
C (-2.759, -2.763, 4.371)  -1.03
N (-1.397, -3.206, 4.146)  0.22
C (-1.163, -4.607, 4.480)  -1.31
P (0.008, -2.220, 3.943)  0.90
O (0.617, -2.963, 2.783)  -0.90
N (-0.361, -0.766, 3.107)  0.43
C (-1.649, -0.103, 3.112)  -0.95
C (0.302, -0.537, 1.829)  -1.08
N (-0.232, -1.373, 5.457)  -0.07
C (0.794, -0.319, 5.682)  -1.11
C (-0.185, -2.233, 6.661)  -1.10
H (-2.868, -2.098, 5.237)  0.38
H (-3.424, -3.609, 4.550)  0.45
H (-3.164, -2.256, 3.493)  0.17
H (-0.916, -4.750, 5.541)  0.31
H (-0.335, -5.011, 3.894)  0.38
H (-2.033, -5.225, 4.252)  0.47
H (-2.335, -0.540, 2.375)  0.19
H (-1.527, 0.956, 2.859)  0.29
H (-2.119, -0.115, 4.093)  0.32
H (-0.176, -1.109, 1.021)  0.33
H (1.351, -0.815, 1.873)  0.28
H (0.277, 0.520, 1.556)  0.18
H (1.802, -0.740, 5.733)  0.34
H (0.589, 0.207, 6.616)  0.43
H (0.778, 0.427, 4.893)  0.31
H (0.713, -2.856, 6.688)  0.37
H (-1.059, -2.879, 6.722)  0.31
H (-0.204, -1.622, 7.563)  0.38

=====

ORCA calculation (ωB97M-V with the def2-TZVPD basis set) on an isolated molecule of C16H20N2S4.

Values from the calculation:
- HOMO level: -7.840 eV
- Total charge: 0
- Orbital gap: 8.05 eV
- SMILES: CCc1cc(/C=N/CC/N=C/c2cc(CC)sc2S)c(S)s1

Each line ends with the Mulliken charge.
Cartesian coordinates (Å):
C (-0.146, 3.726, -3.758)  -1.09
C (-1.432, 3.593, -2.974)  -0.50
C (-1.096, 3.659, -1.523)  0.48
C (-1.325, 2.651, -0.583)  -1.01
C (-0.998, 3.130, 0.764)  0.61
C (-1.235, 2.304, 1.956)  -0.66
N (-1.696, 1.056, 1.875)  -0.27
C (-1.818, 0.292, 3.159)  -0.66
C (-2.185, -1.181, 2.939)  -0.85
N (-0.958, -1.949, 2.725)  -0.49
C (-0.498, -1.907, 1.476)  -0.21
C (0.672, -2.694, 1.048)  0.24
C (1.023, -2.771, -0.377)  -1.02
C (2.164, -3.452, -0.653)  0.61
C (2.760, -3.626, -2.025)  -0.56
C (2.789, -5.080, -2.419)  -1.02
S (2.869, -4.036, 0.836)  -0.23
C (1.571, -3.396, 1.811)  0.46
S (1.565, -3.598, 3.570)  -0.29
C (-0.556, 4.444, 0.785)  0.37
S (-0.237, 5.408, 2.264)  -0.21
S (-0.495, 5.174, -0.812)  -0.18
H (-0.336, 3.695, -4.846)  0.33
H (0.558, 2.925, -3.498)  0.31
H (0.366, 4.670, -3.490)  0.34
H (-1.948, 2.689, -3.290)  0.34
H (-2.072, 4.427, -3.181)  0.28
H (-1.763, 1.659, -0.873)  0.31
H (-1.094, 2.691, 2.934)  0.40
H (-2.600, 0.724, 3.767)  0.49
H (-0.891, 0.339, 3.775)  0.38
H (-2.662, -1.571, 3.845)  0.44
H (-2.877, -1.244, 2.070)  0.30
H (-1.022, -1.349, 0.703)  0.32
H (0.490, -2.311, -1.182)  0.33
H (2.191, -3.022, -2.742)  0.32
H (3.806, -3.226, -1.999)  0.27
H (3.337, -5.572, -1.594)  0.30
H (3.393, -5.220, -3.307)  0.35
H (1.780, -5.474, -2.545)  0.29
H (0.352, -3.035, 3.790)  0.26
H (0.255, 6.455, 1.578)  0.13

=====

ORCA calculation (ωB97M-V with the def2-TZVPD basis set) on a structure of composition C4H5HgO2.

Values from the calculation:
- HOMO level (spin up / spin down): -13.494 / -13.495 eV
- Total charge: +1
- Orbital gap (spin up / spin down): 5.86 / 5.86 eV
- ΔE to the lowest compared entry with this formula, charge and spin: 58.1 kcal per mole

Each line ends with the Mulliken charge.
Cartesian coordinates (Å):
H (0.584, 2.689, 1.609)  0.33
O (0.111, 1.852, 1.593)  -0.50
C (-0.159, 1.500, 0.253)  -0.30
C (-0.341, 0.042, 0.135)  0.12
C (-1.110, -1.005, 0.105)  -0.28
H (0.665, 1.807, -0.416)  0.31
H (-1.073, 1.997, -0.118)  0.26
H (-2.106, -1.434, 0.153)  0.39
C (0.392, -1.307, -0.176)  -0.12
O (0.884, -1.509, -1.437)  -0.52
Hg (1.121, -2.957, -2.345)  0.91
H (1.031, -1.675, 0.644)  0.40

=====

ORCA calculation (ωB97M-V with the def2-TZVPD basis set) on a cluster of 2 separate species, S2 in total.

Values from the calculation:
- HOMO level: -9.691 eV
- Total charge: 0
- Orbital gap: 4.65 eV
- ΔE to the lowest compared entry with this formula, charge and spin: 146.2 kcal per mole

Each line ends with the Mulliken charge.
Cartesian coordinates (Å):
S (0.000, 0.000, 1.612)  0.00
S (0.000, 0.000, -1.612)  0.00

=====

ORCA calculation (ωB97M-V with the def2-TZVPD basis set) on an isolated molecule of C5H5NO.

Values from the calculation:
- HOMO level: -10.393 eV
- Total charge: 0
- Orbital gap: 10.96 eV
- SMILES: N#C[C@@H]1C[C@@H]1C=O
- ΔE to the lowest compared entry with this formula, charge and spin: 32.5 kcal per mole

Each line ends with the Mulliken charge.
Cartesian coordinates (Å):
N (0.555, -1.579, -2.282)  -0.42
C (0.399, -0.627, -1.642)  0.08
C (0.193, 0.557, -0.838)  0.05
C (0.966, 0.734, 0.439)  -0.76
C (-0.499, 0.431, 0.513)  0.08
C (-0.970, -0.931, 0.928)  -0.18
O (-2.137, -1.229, 0.985)  -0.46
H (-0.053, 1.443, -1.415)  0.35
H (1.655, -0.066, 0.701)  0.28
H (1.317, 1.733, 0.680)  0.26
H (-1.199, 1.230, 0.737)  0.38
H (-0.171, -1.660, 1.180)  0.33